# C24H35BBrCl10N3O

C24H35BBrCl10N3O as an isolated structure in a non-equilibrium geometry (the ωB97M-V functional and the def2-TZVPD basis, the Open Molecules 2025 dataset).

```
! wB97M-V def2-TZVPD RIJCOSX def2/J DEFGRID3
* xyz 0 1
C 1.671 -0.097 -4.206
C 1.581 -0.577 -2.872
C 1.450 -0.860 -1.234
C 2.832 -0.891 -0.341
C 2.780 -1.184 1.277
Br 4.478 -1.238 2.336
C 1.269 -1.422 1.927
C -0.130 -1.400 1.019
N -1.413 -1.628 1.761
C -2.610 -1.565 0.851
B -4.093 -1.758 1.613
N -5.142 -2.772 1.199
O -4.341 -0.885 2.798
C -2.491 -1.330 -0.756
C -3.893 -1.301 -1.669
C -4.481 0.229 -1.885
C -5.319 0.822 -0.608
C -6.697 -0.060 -0.437
N -1.220 -1.104 -1.532
C -0.062 -1.126 -0.579
H 1.569 0.158 -5.365
H 3.851 -0.695 -0.902
H 1.167 -1.611 3.102
H -4.810 -3.759 1.310
H -5.992 -2.574 1.784
H -4.045 -1.398 3.631
H -4.689 -2.079 -1.312
H -3.556 -1.662 -2.756
H -3.599 0.955 -2.163
H -5.256 0.146 -2.788
H -4.696 0.936 0.379
H -5.669 1.918 -0.911
H -6.998 -0.198 0.705
H -7.617 0.503 -0.940
H -6.651 -1.125 -0.972
Cl 2.467 5.248 -3.230
C 1.574 4.625 -4.640
C 1.182 3.165 -4.474
Cl 2.596 2.081 -4.514
H 2.194 4.777 -5.529
H 0.675 5.241 -4.743
H 0.525 2.860 -5.294
H 0.651 2.995 -3.532
Cl -9.257 -3.363 0.402
C -8.337 -4.851 0.740
C -8.486 -5.303 2.184
Cl -7.683 -4.192 3.322
H -7.290 -4.669 0.480
H -8.725 -5.622 0.068
H -8.020 -6.284 2.317
H -9.538 -5.384 2.475
Cl 7.564 -1.950 4.972
C 6.507 -2.818 6.113
C 5.119 -2.201 6.194
Cl 5.141 -0.598 6.970
H 7.000 -2.832 7.089
H 6.434 -3.849 5.754
H 4.464 -2.836 6.797
H 4.668 -2.092 5.203
Cl 5.022 4.415 3.596
C 5.942 2.928 3.934
C 5.793 2.476 5.378
Cl 6.596 3.587 6.516
H 6.989 3.110 3.674
H 5.554 2.156 3.262
H 6.259 1.495 5.511
H 4.741 2.394 5.669
Cl 6.352 3.291 -8.312
C 6.309 4.436 -6.948
C 4.914 4.574 -6.358
Cl 3.792 5.396 -7.472
H 6.695 5.397 -7.299
H 6.996 4.050 -6.189
H 4.954 5.177 -5.446
H 4.486 3.600 -6.103
*
```

Computed properties:
* lowest unoccupied orbital energy: -0.056 hartree
* gap between HOMO and LUMO: 6.4 eV

These are the Löwdin partial charges, in e, on atoms 1 to 5:
1 C -0.138
2 C -0.067
3 C -0.091
4 C -0.046
5 C -0.578

=====

# C24H35Cl3HfO5PSe

C24H35Cl3HfO5PSe as an isolated structure in a non-equilibrium geometry (the ωB97M-V functional and the def2-TZVPD basis, the Open Molecules 2025 dataset).

```
! wB97M-V def2-TZVPD RIJCOSX def2/J DEFGRID3
* xyz 1 1
Hf 1.109 0.625 -2.111
Cl -3.920 -0.306 -7.331
C -2.922 0.219 -6.031
C -2.058 -0.690 -5.432
C -1.288 -0.208 -4.398
Cl -0.157 -1.274 -3.556
C -1.311 1.106 -3.929
O -0.496 1.457 -2.936
C -2.202 1.978 -4.555
Cl -2.301 3.597 -3.994
C -2.998 1.534 -5.600
H -2.001 -1.715 -5.766
H -3.681 2.222 -6.077
C 2.863 1.707 3.632
C 3.527 0.581 2.826
C 2.762 0.287 1.527
C 1.261 0.500 1.762
C 1.000 2.006 1.958
C 2.164 2.688 2.699
P 0.232 -0.179 0.400
C -1.501 0.407 0.482
C -1.685 1.899 0.169
C -3.132 2.127 -0.289
C -4.113 1.219 0.474
C -3.570 0.878 1.860
C -2.281 0.042 1.757
C 0.119 -2.018 0.509
C -0.116 -2.573 1.935
C 1.161 -3.184 2.502
C 1.593 -4.401 1.674
C 1.302 -4.203 0.174
C 1.303 -2.720 -0.185
H 3.606 2.221 4.241
H 2.132 1.293 4.332
H 3.588 -0.324 3.434
H 4.553 0.854 2.572
H 2.995 -0.715 1.174
H 3.079 0.969 0.734
H 0.973 -0.038 2.671
H 0.070 2.144 2.512
H 0.863 2.494 0.987
H 1.786 3.548 3.252
H 2.885 3.080 1.977
H -1.941 -0.144 -0.362
H -0.995 2.260 -0.599
H -1.474 2.482 1.064
H -3.206 1.936 -1.364
H -3.390 3.178 -0.144
H -4.280 0.290 -0.079
H -5.087 1.701 0.550
H -4.310 0.333 2.446
H -3.371 1.805 2.403
H -2.518 -1.024 1.745
H -1.660 0.218 2.641
H -0.775 -2.232 -0.088
H -0.889 -3.343 1.884
H -0.508 -1.805 2.602
H 1.008 -3.470 3.543
H 1.952 -2.429 2.509
H 1.064 -5.286 2.029
H 2.655 -4.593 1.830
H 0.327 -4.625 -0.082
H 2.036 -4.735 -0.432
H 1.227 -2.592 -1.268
H 2.259 -2.281 0.100
O 2.424 1.016 -3.881
Se 3.559 1.080 -2.659
O 5.069 1.427 -2.846
O 3.053 -0.365 -1.937
O 2.576 2.063 -1.642
*
```

Computed properties:
* ΔE to the lowest compared entry with this formula, charge and spin: 0.1796 eV
* lowest unoccupied orbital energy: -0.151 hartree
* gap between HOMO and LUMO: 7.8 eV

These are the Löwdin partial charges, in e, on atoms 1 to 5:
1 Hf 1.532
2 Cl 0.733
3 C -0.658
4 C -0.099
5 C -0.494

=====

# C24H35CrN3O3PS5Sb

C24H35CrN3O3PS5Sb as an isolated structure (the ωB97M-V functional and the def2-TZVPD basis, the Open Molecules 2025 dataset).

```
! wB97M-V def2-TZVPD RIJCOSX def2/J DEFGRID3
* xyz -1 6
Cr -0.045 0.484 -0.761
S -1.343 6.147 -1.624
Sb -1.033 4.389 -3.027
S -1.187 0.865 -2.763
S -1.399 2.413 -1.364
S 4.272 0.161 -1.935
C 3.966 1.886 -1.786
C 4.885 2.919 -1.886
C 4.445 4.231 -1.744
C 3.093 4.478 -1.506
C 2.177 3.443 -1.402
C 2.603 2.121 -1.541
N 1.821 0.986 -1.472
C 2.579 -0.164 -1.628
C 2.004 -1.435 -1.476
C 2.703 -2.651 -1.684
C 2.036 -3.860 -1.553
C 0.690 -3.893 -1.205
C 0.012 -2.678 -0.959
C 0.625 -1.447 -1.071
H 5.931 2.704 -2.073
H 5.146 5.052 -1.820
H 2.737 5.497 -1.407
H 1.137 3.647 -1.201
H 3.754 -2.635 -1.959
H 2.571 -4.788 -1.726
H 0.169 -4.839 -1.112
H -1.022 -2.747 -0.641
C -4.632 -1.942 -3.545
C -3.513 -2.313 -2.583
N -3.190 -1.222 -1.659
C -3.050 -1.322 -0.357
S -2.046 -0.290 0.536
N -3.751 -2.286 0.323
C -5.201 -2.438 0.131
C -5.700 -3.692 0.821
H -4.828 -2.764 -4.237
H -4.356 -1.063 -4.129
H -5.557 -1.706 -3.014
H -2.598 -2.522 -3.140
H -3.746 -3.206 -2.011
H -2.604 -0.461 -2.069
H -3.477 -2.285 1.296
H -5.414 -2.488 -0.930
H -5.714 -1.554 0.520
H -5.182 -4.573 0.439
H -6.772 -3.817 0.660
H -5.529 -3.639 1.900
C -0.885 -0.778 3.760
C -0.564 0.653 3.397
O 0.769 0.735 2.869
P 1.119 0.993 1.311
O 1.173 2.572 1.177
C 1.914 3.461 2.038
C 0.979 4.545 2.511
O 2.659 0.587 1.405
C 2.990 -0.817 1.537
C 3.650 -1.040 2.877
H -1.915 -0.851 4.122
H -0.210 -1.133 4.542
H -0.785 -1.423 2.885
H -0.572 1.284 4.286
H -1.287 1.069 2.695
H 2.723 3.865 1.429
H 2.347 2.901 2.867
H 0.536 5.065 1.660
H 1.524 5.269 3.123
H 0.169 4.122 3.111
H 3.652 -1.058 0.708
H 2.092 -1.431 1.426
H 4.556 -0.437 2.962
H 3.924 -2.093 2.984
H 2.975 -0.767 3.690
*
```

Computed properties:
* ΔE to the lowest compared entry with this formula, charge and spin: 0.1251 eV
* lowest unoccupied orbital energy (spin up / spin down): 0.076 / 0.076 hartree
* gap between HOMO and LUMO (spin up / spin down): 4.1 / 6.6 eV

These are the Löwdin partial charges, in e, on atoms 1 to 5:
1 Cr -0.015
2 S -0.481
3 Sb 0.295
4 S 0.090
5 S -0.140